## A
Formula: C4H4O2
Source: OMol25
Level of theory: ωB97M-V/def2-TZVPD

```
10
Properties=species:S:1:pos:R:3
C -0.93 0.75 -1.44
C 0.37 -0.12 1.19
C 1.13 -0.85 0.41
C -1.56 0.81 -0.09
O -0.20 1.15 -2.29
O -1.86 -0.12 -1.08
H -0.60 0.34 1.07
H 0.80 0.42 2.12
H 2.02 -1.25 0.74
H 0.83 -1.14 -0.63
```

Results
HOMO-LUMO gap	9.28	eV
multiplicity	1
E_HOMO	-9.839	eV

## B
Formula: C4H4O2
Source: OMol25
Level of theory: ωB97M-V/def2-TZVPD

```
10
Properties=species:S:1:pos:R:3
C 1.42 0.24 -0.16
C 0.54 -0.76 -0.43
C -0.87 -0.74 0.14
O -1.68 -1.65 0.12
C -1.16 0.65 0.53
O -1.10 1.67 -0.10
H 2.32 0.10 -0.84
H 1.46 1.17 0.41
H 0.73 -1.52 -1.16
H -1.66 0.84 1.50
```

Results
HOMO-LUMO gap	9.23	eV
multiplicity	1
E_HOMO	-9.825	eV
structure (SMILES)	C=CC(=O)C=O

Going by the computed energies, the most stable comes first: B, A.

## A
Formula: CH2ClN3S
Source: OMol25
Level of theory: ωB97M-V/def2-TZVPD

```
8
Properties=species:S:1:pos:R:3
H 1.18 -2.21 0.62
N 1.44 -2.25 -0.29
N 2.43 -1.64 -0.69
N 3.25 -0.98 0.13
C 4.05 -0.06 -0.01
S 4.90 1.20 0.14
Cl -0.84 2.78 -0.32
H -1.90 2.03 -0.26
```

Results
HOMO-LUMO gap	9.07	eV
multiplicity	1
E_HOMO	-9.380	eV
structure (SMILES)	[H]/N=N\N=C=S.Cl

## B
Formula: CH2ClN3S
Source: OMol25
Level of theory: ωB97M-V/def2-TZVPD

```
8
Properties=species:S:1:pos:R:3
C -1.94 0.11 0.03
N -0.07 0.59 -0.07
N 1.90 -0.23 -0.01
N 0.64 -0.43 -0.15
S -2.47 -1.33 0.41
Cl -2.60 1.58 -0.12
H 2.39 -1.06 -0.34
H 2.16 0.77 0.24
```

Results
HOMO-LUMO gap	8.19	eV
multiplicity	1
E_HOMO	-8.508	eV

Going by the computed energies, the most stable comes first: A, B.

## A
Formula: CH2Br2S
Source: OMol25
Level of theory: ωB97M-V/def2-TZVPD

```
6
Properties=species:S:1:pos:R:3
C -0.27 0.06 -0.37
S 1.37 0.45 0.49
Br -1.65 1.34 0.01
Br -1.00 -1.66 0.02
H 0.35 0.00 -1.70
H 1.19 -0.20 1.54
```

Results
HOMO-LUMO gap	9.57	eV
multiplicity	1
E_HOMO	-9.665	eV

## B
Formula: CH2Br2S
Source: OMol25
Level of theory: ωB97M-V/def2-TZVPD

```
6
Properties=species:S:1:pos:R:3
C 0.07 -0.05 -0.31
S -1.44 -0.37 0.50
Br 1.51 -1.24 -0.10
Br 0.77 1.83 -0.18
H -0.17 -0.17 -1.48
H -0.74 0.00 1.58
```

Results
HOMO-LUMO gap	9.81	eV
multiplicity	1
E_HOMO	-9.802	eV

Going by the computed energies, the most stable comes first: B, A.

## A
Formula: C12H34N2O6
Source: OMol25
Level of theory: ωB97M-V/def2-TZVPD

```
54
Properties=species:S:1:pos:R:3
C -3.38 -2.88 3.95
O -2.75 -3.18 2.73
C -1.43 -2.70 2.68
C -0.83 -3.04 1.35
N -1.38 -2.21 0.30
C -0.84 -2.50 -1.04
C -1.36 -1.53 -2.08
O -2.56 -2.01 -2.59
C -3.34 -1.04 -3.24
H -4.36 -3.35 3.91
H -3.44 -1.81 4.14
H -2.85 -3.41 4.77
H -0.82 -3.13 3.50
H -1.39 -1.62 2.88
H -0.96 -4.11 1.15
H 0.25 -2.84 1.39
H -2.39 -2.24 0.26
H -1.14 -3.50 -1.38
H 0.25 -2.48 -1.00
H -0.57 -1.39 -2.84
H -1.49 -0.53 -1.64
H -3.35 -0.08 -2.70
H -4.36 -1.40 -3.31
H -2.98 -0.82 -4.25
C 2.31 4.88 -3.43
O 1.97 3.64 -2.87
C 1.99 3.68 -1.46
C 1.70 2.31 -0.91
N 2.82 1.43 -1.15
C 2.62 0.05 -0.78
C 2.89 -0.21 0.69
O 1.75 0.16 1.45
C 1.98 0.13 2.85
H 1.75 5.70 -2.96
H 2.05 4.89 -4.48
H 3.38 5.09 -3.30
H 1.32 4.45 -1.07
H 2.99 3.98 -1.09
H 0.77 1.91 -1.35
H 1.53 2.41 0.16
H 3.23 1.53 -2.06
H 3.31 -0.59 -1.34
H 1.59 -0.29 -1.01
H 3.77 0.37 0.98
H 3.10 -1.27 0.91
H 1.13 0.61 3.34
H 2.90 0.64 3.10
H 1.99 -0.91 3.21
O -1.65 3.14 1.04
H -2.55 3.04 1.36
H -1.36 2.22 0.84
O -0.81 0.60 0.82
H 0.13 0.46 1.08
H -1.10 -0.27 0.48
```

Results
HOMO-LUMO gap	9.38	eV
multiplicity	1
E_HOMO	-8.619	eV
structure (SMILES)	COCCNCCOC.COCCNCCOC.O.O

## B
Formula: C12H34N2O6
Source: OMol25
Level of theory: ωB97M-V/def2-TZVPD

```
54
Properties=species:S:1:pos:R:3
C 1.23 -4.11 1.51
O 1.25 -2.74 1.92
C 2.13 -2.44 2.97
C 2.11 -0.96 3.27
N 0.80 -0.48 3.67
C 0.59 0.97 3.57
C -0.87 1.45 3.77
O -1.57 1.07 2.58
C -2.98 1.33 2.63
H 2.26 -4.42 1.40
H 0.74 -4.16 0.54
H 0.80 -4.75 2.28
H 3.16 -2.69 2.66
H 1.76 -3.05 3.79
H 2.51 -0.44 2.39
H 2.79 -0.74 4.12
H 0.05 -0.98 3.17
H 0.91 1.38 2.63
H 1.17 1.45 4.35
H -0.85 2.55 3.80
H -1.29 0.94 4.65
H -3.31 1.24 1.60
H -3.24 2.25 3.14
H -3.42 0.47 3.15
C -1.68 2.75 -0.84
O -2.18 2.09 -2.00
C -2.52 0.75 -1.84
C -2.51 0.15 -3.25
N -1.20 0.22 -3.82
C -0.28 -0.82 -3.37
C 1.11 -0.63 -3.98
O 1.69 0.60 -3.53
C 2.81 1.07 -4.22
H -2.47 2.71 -0.06
H -1.44 3.79 -1.06
H -0.77 2.22 -0.53
H -3.52 0.58 -1.36
H -1.82 0.26 -1.17
H -3.30 0.58 -3.93
H -2.69 -0.92 -3.20
H -0.76 1.12 -3.76
H -0.65 -1.81 -3.71
H -0.24 -0.76 -2.29
H 1.06 -0.69 -5.09
H 1.81 -1.45 -3.70
H 3.05 2.06 -3.79
H 2.64 1.23 -5.31
H 3.64 0.35 -4.18
O 1.47 1.42 -0.56
H 1.37 1.49 -1.53
H 1.02 0.58 -0.32
O -0.17 -0.59 0.59
H 0.39 -1.31 0.91
H -0.60 -0.19 1.34
```

Results
HOMO-LUMO gap	8.91	eV
multiplicity	1
E_HOMO	-8.146	eV
structure (SMILES)	COCCNCCOC.COCCNCCOC.O.O

Going by the computed energies, the most stable comes first: A, B.

## A
Formula: C3H11N2
Source: OMol25
Level of theory: ωB97M-V/def2-TZVPD

```
16
Properties=species:S:1:pos:R:3
C 1.40 0.22 0.69
C 0.11 0.38 -0.08
N 0.53 0.24 -1.70
C -0.87 -0.74 0.37
N -2.01 -0.02 0.86
H 1.86 -0.77 0.64
H 1.25 0.49 1.74
H 2.15 1.00 0.41
H -0.26 1.40 -0.04
H 0.25 -0.59 -2.22
H 1.56 0.10 -1.72
H 0.33 1.09 -2.24
H -1.13 -1.49 -0.41
H -0.25 -1.27 1.12
H -2.94 -0.41 0.79
H -1.98 0.37 1.80
```

Results
HOMO-LUMO gap	9.73	eV
multiplicity	1
E_HOMO	-13.262	eV
charge	+1
structure (SMILES)	C[C@@H]([NH3+])CN

## B
Formula: C3H11N2
Source: OMol25
Level of theory: ωB97M-V/def2-TZVPD

```
16
Properties=species:S:1:pos:R:3
C -0.40 -0.25 1.79
C -1.64 -1.16 2.05
H 0.37 -0.83 1.30
H -0.78 0.71 1.43
H 0.02 0.11 2.74
H -2.39 -0.70 2.68
H -1.31 -2.11 2.46
H -2.01 -1.37 1.04
N -0.34 0.89 -1.17
C 0.91 0.89 -1.59
N 1.69 -0.17 -1.47
H -0.71 0.04 -0.77
H -0.96 1.46 -1.74
H 1.36 1.84 -1.87
H 2.68 -0.13 -1.63
H 1.42 -0.81 -0.74
```

Results
HOMO-LUMO gap	10.68	eV
multiplicity	1
E_HOMO	-15.140	eV
charge	+1

Going by the computed energies, the most stable comes first: B, A.

## A
Formula: C3H11N2
Source: OMol25
Level of theory: ωB97M-V/def2-TZVPD

```
16
Properties=species:S:1:pos:R:3
C 1.71 0.50 -1.27
N 0.96 1.33 -0.29
H 2.69 0.88 -1.54
H 1.10 0.39 -2.15
H 1.80 -0.53 -0.90
H 0.62 2.18 -0.73
H 0.13 0.41 0.18
H 1.60 1.62 0.44
C -0.75 -1.42 1.41
C -1.99 -0.03 -0.03
N -0.86 -0.36 0.40
H -0.49 -0.99 2.37
H -1.69 -1.95 1.52
H 0.02 -2.14 1.16
H -2.07 0.87 -0.63
H -2.79 -0.75 0.06
```

Results
HOMO-LUMO gap	11.48	eV
multiplicity	1
E_HOMO	-15.221	eV
charge	+1

## B
Formula: C3H11N2
Source: OMol25
Level of theory: ωB97M-V/def2-TZVPD

```
16
Properties=species:S:1:pos:R:3
C 0.03 -2.62 -0.70
C -0.50 -1.23 -0.53
C -0.35 -0.49 0.56
N -0.78 0.89 0.62
H 0.56 -2.95 0.19
H -0.85 -3.24 -0.90
H 0.69 -2.66 -1.57
H -1.06 -0.77 -1.35
H 0.25 -0.91 1.36
H -1.12 1.16 1.55
H -1.51 1.03 -0.08
N 1.29 2.58 0.01
H 1.82 2.90 0.82
H 0.91 3.43 -0.41
H 1.96 2.20 -0.65
H 0.07 1.58 0.38
```

Results
HOMO-LUMO gap	10.92	eV
multiplicity	1
E_HOMO	-14.059	eV
charge	+1

Going by the computed energies, the most stable comes first: B, A.

## A
Formula: C3H11N2
Source: OMol25
Level of theory: ωB97M-V/def2-TZVPD

```
16
Properties=species:S:1:pos:R:3
C -1.17 -1.73 -1.51
C -1.64 -0.45 -0.79
H -1.40 -1.62 -2.57
H -1.69 -2.60 -1.13
H -0.08 -1.82 -1.45
H -2.66 -0.29 -1.12
H -1.61 -0.62 0.29
H -1.10 0.42 -1.13
N 1.71 2.07 0.55
C 1.77 1.10 1.44
N 0.78 0.36 1.85
H 0.85 2.24 0.05
H 2.56 2.29 0.04
H 2.76 0.85 1.78
H 1.05 -0.52 2.28
H -0.14 0.32 1.42
```

Results
HOMO-LUMO gap	11.12	eV
multiplicity	1
E_HOMO	-15.237	eV
charge	+1

## B
Formula: C3H11N2
Source: OMol25
Level of theory: ωB97M-V/def2-TZVPD

```
16
Properties=species:S:1:pos:R:3
C -1.98 -0.86 0.00
C 0.54 1.99 0.18
C -1.35 0.48 0.05
N 1.64 -1.35 -0.12
N -0.06 0.69 -0.08
H -2.30 -1.06 1.10
H -1.43 -1.66 -0.46
H -2.83 -0.97 -0.63
H 1.05 2.16 1.10
H 1.22 2.38 -0.60
H -0.20 2.70 0.29
H -1.94 1.37 0.22
H 1.40 -1.61 -1.02
H 1.47 -2.16 0.52
H 0.82 -0.05 -0.28
H 2.60 -1.25 -0.12
```

Results
HOMO-LUMO gap	11.46	eV
multiplicity	1
E_HOMO	-15.415	eV
charge	+1

## C
Formula: C3H11N2
Source: OMol25
Level of theory: ωB97M-V/def2-TZVPD

```
16
Properties=species:S:1:pos:R:3
C 4.46 3.43 -4.58
N 3.29 4.09 -5.10
C 5.42 3.31 -5.75
N 4.90 2.45 -6.70
C 5.61 2.29 -7.91
H 4.83 4.03 -3.76
H 4.24 2.42 -4.20
H 3.00 3.71 -6.00
H 2.51 4.16 -4.46
H 5.66 4.31 -6.17
H 6.39 2.90 -5.41
H -33.57 -22.14 42.38
H -34.15 -21.71 42.20
H 6.63 1.97 -7.64
H 5.13 1.51 -8.50
H 5.64 3.27 -8.41
```

Results
HOMO-LUMO gap	5.34	eV
multiplicity	1
E_HOMO	-13.985	eV
charge	+1

Going by the computed energies, the most stable comes first: A, B, C.

## A
Formula: C3H11N2
Source: OMol25
Level of theory: ωB97M-V/def2-TZVPD

```
16
Properties=species:S:1:pos:R:3
C -2.34 0.93 -0.38
N -1.07 0.98 -1.20
H -2.62 -0.11 -0.23
H -3.11 1.48 -0.89
H -2.15 1.36 0.60
H -0.22 0.78 -0.60
H -1.14 0.29 -1.95
H -1.00 1.91 -1.60
C 1.23 -1.43 1.67
C 1.21 -1.14 0.39
N 1.43 0.19 -0.14
H 1.25 -0.69 2.46
H 1.16 -2.46 1.97
H 1.03 -1.83 -0.43
H 1.43 0.85 0.63
H 2.27 0.27 -0.70
```

Results
HOMO-LUMO gap	9.66	eV
multiplicity	1
E_HOMO	-13.063	eV
charge	+1

## B
Formula: C3H11N2
Source: OMol25
Level of theory: ωB97M-V/def2-TZVPD

```
16
Properties=species:S:1:pos:R:3
N 0.34 -0.19 1.70
C 1.24 -0.27 0.54
C 0.75 0.64 -0.58
C -0.51 0.20 -1.31
N -1.61 -0.33 -0.43
H 0.40 0.78 2.04
H 0.68 -0.78 2.46
H 2.29 -0.04 0.83
H 1.40 -1.29 0.17
H 0.69 1.68 -0.23
H 1.50 0.66 -1.36
H -0.95 1.02 -1.89
H -0.28 -0.59 -1.95
H -2.39 0.27 -0.43
H -1.19 -0.43 0.55
H -1.89 -1.22 -0.83
```

Results
HOMO-LUMO gap	10.93	eV
multiplicity	1
E_HOMO	-14.255	eV
charge	+1
structure (SMILES)	NCCC[NH3+]

Going by the computed energies, the most stable comes first: B, A.

## A
Formula: C7H10
Source: OMol25
Level of theory: ωB97M-V/def2-TZVPD

```
17
Properties=species:S:1:pos:R:3
C 1.24 -0.43 -1.27
C 1.09 -1.39 -0.12
C 0.23 -0.17 -0.20
C -1.26 -0.17 -0.46
C -1.71 1.09 -0.86
C 0.11 0.78 2.09
C 0.40 0.97 0.77
H 0.88 -0.74 -2.25
H 2.10 0.23 -1.30
H 0.64 -2.35 -0.31
H 1.88 -1.39 0.64
H -1.45 0.00 -1.67
H -1.86 -0.96 0.06
H -2.79 1.20 -0.71
H -0.04 -0.23 2.45
H 0.01 1.61 2.75
H 0.54 1.96 0.39
```

Results
HOMO-LUMO gap	9.29	eV
multiplicity	1
E_HOMO	-8.364	eV

## B
Formula: C7H10
Source: OMol25
Level of theory: ωB97M-V/def2-TZVPD

```
17
Properties=species:S:1:pos:R:3
C -1.39 0.60 0.39
C -1.53 -0.72 -0.39
C -0.10 -0.56 -0.94
C -0.14 0.92 -0.48
C 1.27 0.78 0.12
C 1.34 -0.24 1.21
C 1.25 -0.72 -0.20
H -2.24 1.29 0.32
H -1.16 0.46 1.45
H -1.90 -1.63 0.09
H -2.17 -0.52 -1.26
H 0.03 -0.85 -1.99
H -0.28 1.71 -1.22
H 2.06 1.51 -0.04
H 2.35 -0.34 1.62
H 0.56 -0.38 1.95
H 2.05 -1.33 -0.62
```

Results
HOMO-LUMO gap	10.23	eV
multiplicity	1
E_HOMO	-8.998	eV
structure (SMILES)	C1C[C@H]2[C@@H]1[C@H]1C[C@@H]21

## C
Formula: C7H10
Source: OMol25
Level of theory: ωB97M-V/def2-TZVPD

```
17
Properties=species:S:1:pos:R:3
C -2.58 -0.84 -0.61
C -1.78 0.01 0.05
C -0.32 0.06 -0.08
C 0.37 1.41 -0.06
C 0.74 1.96 1.09
C 0.46 -1.04 -0.12
C 1.94 -1.11 -0.18
H -2.23 -1.55 -1.35
H -3.64 -0.88 -0.41
H -2.32 0.82 0.52
H 0.68 1.73 -1.04
H 1.37 2.84 1.02
H 0.40 1.72 2.09
H -0.09 -1.93 -0.41
H 2.40 -0.15 -0.43
H 2.26 -1.26 0.86
H 2.34 -1.78 -0.95
```

Results
HOMO-LUMO gap	9.69	eV
multiplicity	1
E_HOMO	-8.542	eV
structure (SMILES)	C=CC(C=C)=CC

## D
Formula: C7H10
Source: OMol25
Level of theory: ωB97M-V/def2-TZVPD

```
17
Properties=species:S:1:pos:R:3
C -0.63 -0.17 -1.75
C -1.37 0.82 -0.67
C -0.30 1.38 0.27
C 0.16 -0.07 0.50
C 0.66 -0.72 1.75
C 1.56 -0.61 0.55
C -0.94 -0.61 -0.40
H 0.37 0.08 -2.08
H -1.31 -0.55 -2.52
H -1.71 1.21 -1.62
H -0.68 1.83 1.19
H 0.40 2.07 -0.21
H 0.88 -0.09 2.61
H 0.27 -1.70 1.99
H 2.39 0.11 0.59
H 1.79 -1.51 -0.02
H -1.55 -1.48 -0.20
```

Results
HOMO-LUMO gap	9.68	eV
multiplicity	1
E_HOMO	-8.517	eV
structure (SMILES)	C1[C@@H]2CC3(CC3)[C@H]12

Going by the computed energies, the most stable comes first: C, B, D, A.

## A
Formula: C7H10
Source: OMol25
Level of theory: ωB97M-V/def2-TZVPD

```
17
Properties=species:S:1:pos:R:3
C -0.97 2.38 0.09
C -0.67 1.25 -0.18
C -0.39 -0.18 -0.14
C 1.04 -0.56 0.27
C 2.08 0.54 0.06
C -1.18 -1.20 -0.94
C -1.62 -0.87 0.44
H -1.30 3.33 0.44
H 1.35 -1.44 -0.32
H 1.05 -0.87 1.32
H 2.22 0.78 -1.00
H 3.05 0.23 0.46
H 1.78 1.46 0.56
H -1.79 -0.92 -1.80
H -0.67 -2.15 -1.05
H -1.50 -1.57 1.26
H -2.49 -0.22 0.52
```

Results
HOMO-LUMO gap	10.27	eV
multiplicity	1
E_HOMO	-9.121	eV
structure (SMILES)	C#CC1(CC)CC1

## B
Formula: C7H10
Source: OMol25
Level of theory: ωB97M-V/def2-TZVPD

```
17
Properties=species:S:1:pos:R:3
C -1.38 0.77 0.38
C -1.51 -0.69 -0.14
C -0.20 -0.52 -0.93
C -0.14 0.98 -0.53
C 1.24 0.72 0.08
C 1.27 -0.08 1.34
C 1.19 -0.71 -0.27
H -2.23 1.42 0.13
H -1.16 0.85 1.44
H -1.53 -1.48 0.62
H -2.38 -0.83 -0.80
H -0.18 -0.83 -1.98
H -0.18 1.78 -1.27
H 2.12 1.29 -0.20
H 2.31 -0.23 1.64
H 0.78 -1.10 1.09
H 1.98 -1.36 -0.61
```

Results
HOMO-LUMO gap	9.21	eV
multiplicity	1
E_HOMO	-8.062	eV
structure (SMILES)	C1C[C@H]2[C@@H]1[C@H]1C[C@@H]21

## C
Formula: C7H10
Source: OMol25
Level of theory: ωB97M-V/def2-TZVPD

```
17
Properties=species:S:1:pos:R:3
C 0.09 3.33 -1.26
C -0.23 2.06 -1.36
C -0.26 0.80 -1.49
C -0.26 -0.43 -0.15
C 1.16 -0.01 0.30
C -1.04 -1.44 0.49
C -0.63 -2.43 1.53
H -0.61 4.10 -1.22
H 1.13 3.47 -1.05
H -0.36 0.34 -2.40
H 1.90 -0.39 -0.45
H 1.49 -0.52 1.20
H 1.26 1.09 0.49
H -2.05 -1.68 0.16
H -0.74 -2.06 2.56
H 0.34 -2.78 1.33
H -1.19 -3.45 1.34
```

Results
HOMO-LUMO gap	9.97	eV
multiplicity	1
E_HOMO	-8.953	eV
structure (SMILES)	C=C=C/C(C)=C/C

Going by the computed energies, the most stable comes first: A, C, B.

## A
Formula: C2H7PS2
Source: OMol25
Level of theory: ωB97M-V/def2-TZVPD

```
12
Properties=species:S:1:pos:R:3
C 2.28 0.95 1.76
C -1.75 -0.33 -2.33
P -1.00 -0.58 0.72
S 1.94 0.14 0.20
S -1.86 -1.54 -0.91
H 2.79 1.91 1.89
H 2.78 0.12 2.28
H 1.25 1.00 2.20
H -2.35 -0.54 -3.15
H -0.72 0.05 -2.43
H -2.20 0.58 -1.78
H -1.17 -1.77 1.53
```

Results
HOMO-LUMO gap (spin up / spin down)	6.41 / 7.47	eV
multiplicity	1
E_HOMO (spin up / spin down)	-7.779 / -8.549	eV

## B
Formula: C2H7PS2
Source: OMol25
Level of theory: ωB97M-V/def2-TZVPD

```
12
Properties=species:S:1:pos:R:3
P 2.07 -0.30 0.15
C 0.34 0.13 -0.56
C -0.85 -0.10 0.32
S -2.36 0.55 -0.41
S -1.21 -2.06 0.39
H 1.70 0.15 1.44
H 2.78 0.86 -0.10
H 0.19 -0.31 -1.55
H 0.31 1.21 -0.71
H -0.69 0.15 1.44
H -2.13 1.92 -0.07
H -0.15 -2.19 -0.35
```

Results
HOMO-LUMO gap	9.98	eV
multiplicity	1
E_HOMO	-9.330	eV
structure (SMILES)	PCC(S)S

Going by the computed energies, the most stable comes first: B, A.

## A
Formula: C4H6OS2
Source: OMol25
Level of theory: ωB97M-V/def2-TZVPD

```
13
Properties=species:S:1:pos:R:3
C 0.75 -1.65 -1.71
S 0.67 0.17 -1.51
C 0.14 0.55 0.14
S -0.03 2.10 0.59
C 0.01 -0.69 1.04
C -1.21 -0.79 1.89
O -1.07 -1.57 0.72
H -0.24 -2.12 -1.65
H 1.27 -1.72 -2.66
H 1.39 -2.18 -0.95
H 0.96 -1.11 1.31
H -1.89 0.07 1.85
H -1.23 -1.29 2.82
```

Results
HOMO-LUMO gap	8.49	eV
multiplicity	1
E_HOMO	-8.843	eV
structure (SMILES)	CSC(=S)[C@H]1CO1

## B
Formula: C4H6OS2
Source: OMol25
Level of theory: ωB97M-V/def2-TZVPD

```
13
Properties=species:S:1:pos:R:3
C -0.72 0.91 -1.41
C -1.30 -0.37 -1.12
C 0.75 0.93 -1.50
C -1.24 -0.48 1.51
O -1.41 1.93 -1.47
S -1.09 -1.96 -1.68
S -2.87 -0.95 -1.56
H 1.12 -0.04 -1.81
H 1.29 1.17 -0.44
H 0.94 1.66 -2.23
H -1.29 0.60 1.36
H -0.27 -0.91 1.73
H -2.15 -1.10 1.54
```

Results
HOMO-LUMO gap (spin up / spin down)	6.71 / 6.71	eV
multiplicity	1
E_HOMO (spin up / spin down)	-8.161 / -8.161	eV

Going by the computed energies, the most stable comes first: A, B.